Record 1
7
Properties=species:S:1:pos:R:3 method="wB97M-V/def2-TZVPD" energy_ha=-829.0953 e_above_lowest_kcal_mol=31.6 orbital_gap_ev=9.52 total_charge=-1
N 1.1022 0.1591 0.4806
O -1.8907 -0.3823 -1.7423
O 1.5952 1.0764 1.0874
O 1.0116 -0.9712 0.9199
O 0.7402 0.3399 -0.7374
O -1.4541 0.3518 0.5224
S -1.1044 -0.5737 -0.5306

***

Record 2
11
Properties=species:S:1:pos:R:3 method="wB97M-V/def2-TZVPD" energy_ha=-798.8418 e_above_lowest_kcal_mol=49.4 orbital_gap_ev=8.21 smiles="Fc1c[nH]/c(=N/S)o1"
C -0.5850 0.3407 0.1189
C 1.6091 0.5633 -0.0730
C 1.2676 -0.7365 0.1505
H -2.4128 -1.9175 0.4115
H 0.2646 2.2456 -0.4260
H 2.4741 1.1562 -0.0746
N -1.8653 0.5345 -0.1221
N 0.4214 1.2766 0.0457
O -0.1003 -0.8889 0.2766
F 1.9513 -1.8273 -0.2257
S -3.0248 -0.7468 -0.0817

***

Record 3
15
Properties=species:S:1:pos:R:3 method="wB97M-V/def2-TZVPD" energy_ha=-1728.2177 s_squared=2.1838 e_above_lowest_kcal_mol=0.0 multiplicity=3 orbital_gap_ev="7.92 / 6.03" total_charge=+2
O 1.1097 -0.5462 3.2847
C 0.6984 -0.2040 2.2682
Tm -0.1337 0.5987 0.1319
C -0.7601 -0.0468 -1.9906
O -1.0619 -0.2846 -3.0865
C 0.0265 -1.9484 -0.2772
O -0.2622 -2.6450 -1.2144
C -2.2385 -0.3761 0.6838
O -3.2738 -0.7885 0.9620
C 1.7624 -0.5432 -0.6901
O 2.8059 -0.7829 -1.1252
H 0.1599 -2.4121 0.7860
O 0.3929 2.9464 0.0794
H 0.6346 3.4912 0.8539
H 0.1397 3.5415 -0.6657

***

Record 4
12
Properties=species:S:1:pos:R:3 method="wB97M-V/def2-TZVPD" energy_ha=-499.7043 e_above_lowest_kcal_mol=133.9 orbital_gap_ev="7.74 / 7.24"
C 0.2207 -0.5548 0.5986
C -2.1450 -0.4000 0.1446
N 0.2597 -1.5762 1.2985
O -0.8123 0.0092 -0.1039
Si 2.2276 1.2940 -0.8992
H -2.6019 -1.0997 -0.5558
H -2.5938 0.6016 0.1447
H -2.1376 -0.9285 1.0664
H 1.0196 -2.0081 1.8094
H 1.2744 2.3707 -0.7487
H 3.5690 1.7333 -0.6844
H 1.7196 0.5585 -2.0702

***

Record 5
23
Properties=species:S:1:pos:R:3 method="wB97M-V/def2-TZVPD" energy_ha=-1539.8783 e_above_lowest_kcal_mol=0.0 orbital_gap_ev=8.49 smiles="O=[N+]([O-])CS(=O)(=O)N1C=COCC1.Cl"
C 0.1207 -1.4386 -1.0197
C -0.1410 -1.2950 1.3693
C -0.9130 -2.2793 -1.0481
C -1.6142 -1.5837 1.0524
C 0.1857 1.9814 -0.1954
N 0.5121 -0.8159 0.1732
N -0.4905 2.3245 1.0391
O -0.1670 3.3303 1.6081
O -1.3154 1.5228 1.4257
O 1.9331 0.7943 1.4190
O 2.1986 0.5699 -1.0359
O -1.7327 -2.5246 0.0054
S 1.3683 0.5730 0.1340
Cl 1.9139 2.3623 -3.5729
H 0.7549 -1.2333 -1.8618
H -0.5139 1.6273 -0.9471
H -0.0475 -0.5444 2.1510
H 0.3486 -2.2182 1.6944
H 2.2101 1.5598 -2.6060
H -1.1729 -2.8561 -1.9196
H -2.1183 -2.0178 1.9158
H -2.1122 -0.6485 0.7741
H 0.7926 2.8098 -0.5549

***

Record 6
20
Properties=species:S:1:pos:R:3 method="wB97M-V/def2-TZVPD" energy_ha=-457.4276 e_above_lowest_kcal_mol=50.9 orbital_gap_ev=10.46 smiles="N#CCC1=CC[C@H]2N[C@@H]12.O"
N 0.3140 0.7427 4.2495
C 0.7173 0.8352 3.1677
C 1.2594 0.8359 1.7999
C 0.2082 0.6475 0.7367
C 0.0617 1.4047 -0.3608
C -0.9341 0.8269 -1.3385
C -1.4373 -0.4197 -0.6276
N -0.4148 -1.4514 -0.4305
C -0.7260 -0.5210 0.6720
H 1.7977 1.7826 1.6519
H 2.0128 0.0332 1.7497
H 0.6057 2.3308 -0.5541
H -1.7588 1.5333 -1.5190
H -0.4857 0.6029 -2.3184
H -2.4716 -0.7434 -0.7431
H -0.8546 -2.3539 -0.2651
H -1.1820 -0.9408 1.5696
O 1.4844 -1.6371 -2.5046
H 0.8887 -1.5043 -1.7340
H 0.9150 -2.0041 -3.2014

***

Record 7
10
Properties=species:S:1:pos:R:3 method="wB97M-V/def2-TZVPD" energy_ha=-1096.5307 e_above_lowest_kcal_mol=61.7 orbital_gap_ev=9.08
C -0.7891 1.2951 0.6230
C 1.0877 -0.6759 -0.1003
C 1.1281 -0.7996 -1.5733
H -2.5134 0.0129 1.1473
H 1.9678 -0.9111 0.4497
N -1.2186 -0.0122 0.5319
N 1.2160 -0.9961 -2.7302
O -1.3997 2.3625 0.5934
S -0.3737 -1.4466 0.8358
S 0.8947 1.1710 0.2228

***

Record 8
105
Properties=species:S:1:pos:R:3 method="wB97M-V/def2-TZVPD" energy_ha=-16404.0237 orbital_gap_ev=9.45 total_charge=+1
C 2.7625 -1.6726 3.1695
C 2.4508 -0.5533 2.2765
Br 3.9493 0.2044 1.5093
C 1.2469 -0.1025 1.9977
Br 0.9124 1.2963 0.8356
N 0.0601 -0.6788 2.6034
C -0.5365 -1.8777 1.8543
N 0.0446 -2.0084 0.5560
H 1.9039 -2.1309 3.6149
H 3.4670 -1.3732 3.9182
H 3.2391 -2.4266 2.5728
H 0.2004 -0.9048 3.5956
H -0.6424 0.0574 2.5973
H -0.3381 -2.7440 2.4530
H -1.5943 -1.7974 1.7951
H -0.7011 -2.2290 -0.0859
H 0.6167 -2.8364 0.5341
Cl 9.6749 2.1924 2.4718
C 8.2192 3.2230 2.5427
C 7.0382 2.5801 1.8726
Cl 7.2418 2.4695 0.1012
H 8.4580 4.1775 2.0913
H 7.9979 3.3868 3.5950
H 6.1470 3.1798 2.0521
H 6.8628 1.5777 2.2539
Cl -3.0940 -5.3015 0.6374
C -2.1663 -6.4440 -0.3751
C -0.7981 -5.9354 -0.7408
Cl -0.8528 -4.5509 -1.8732
H -2.7580 -6.6560 -1.2603
H -2.0693 -7.3623 0.1995
H -0.2417 -6.7209 -1.2463
H -0.2360 -5.6313 0.1376
Cl -0.0463 -1.6546 5.6430
C 0.4868 -2.0559 7.3128
C 1.2303 -0.9146 7.9454
Cl 2.8020 -0.6327 7.1574
H 1.0961 -2.9518 7.2559
H -0.4120 -2.2834 7.8798
H 1.4270 -1.1496 8.9888
H 0.6605 0.0086 7.8999
Cl -3.5660 -0.1853 -0.8384
C -4.2967 -1.7282 -1.3869
C -5.4354 -2.1529 -0.5093
Cl -4.8751 -2.6168 1.1271
H -3.5096 -2.4793 -1.4134
H -4.6629 -1.5751 -2.3997
H -5.9238 -3.0225 -0.9404
H -6.1736 -1.3655 -0.3947
Cl -6.2616 -2.1251 -4.0981
C -6.9951 -3.6363 -4.7257
C -8.1446 -4.1117 -3.8880
Cl -7.6311 -4.6950 -2.2762
H -6.2099 -4.3848 -4.7873
H -7.3532 -3.4167 -5.7359
H -8.6278 -4.9500 -4.3845
H -8.8803 -3.3273 -3.7389
Cl 8.3066 9.6338 1.8024
C 7.8394 8.2196 0.8253
C 6.9858 7.2548 1.6016
Cl 7.9045 6.4455 2.9057
H 8.7481 7.7476 0.4638
H 7.2781 8.5923 -0.0287
H 6.6192 6.4723 0.9386
H 6.1322 7.7491 2.0541
Cl 3.3610 -3.9328 -2.7650
C 2.2698 -2.6578 -3.3707
C 2.9191 -1.3002 -3.3559
Cl 3.1904 -0.7135 -1.6963
H 1.3663 -2.6728 -2.7687
H 2.0100 -2.9295 -4.3915
H 2.2708 -0.5779 -3.8472
H 3.8740 -1.3085 -3.8723
Cl -8.2078 -0.4827 -8.0912
C -8.6120 -1.6914 -9.3381
C -9.3672 -2.8563 -8.7639
Cl -8.3392 -3.8359 -7.6805
H -7.6870 -2.0120 -9.8078
H -9.2261 -1.1918 -10.0838
H -9.7012 -3.5131 -9.5644
H -10.2361 -2.5327 -8.1993
Cl 5.0614 6.8618 4.3634
C 3.4520 7.3992 4.9123
C 2.5763 7.7955 3.7546
Cl 3.1609 9.2766 2.9511
H 3.5949 8.2251 5.6112
H 2.9972 6.5678 5.4482
H 1.5691 8.0017 4.1115
H 2.5229 7.0101 3.0056
Cl 3.8951 9.7884 7.2393
C 5.1420 9.6461 8.5133
C 6.3043 8.7953 8.0861
Cl 5.8431 7.0810 7.9232
H 4.6657 9.2427 9.4014
H 5.4801 10.6568 8.7298
H 7.0848 8.8446 8.8418
H 6.7183 9.1267 7.1379
Cl -5.7553 -5.8072 -8.9504
C -6.5870 -7.3101 -9.4249
C -7.0972 -7.2464 -10.8385
Cl -8.4315 -6.0748 -11.0196
H -7.3949 -7.4830 -8.7199
H -5.8659 -8.1189 -9.3306
H -7.4870 -8.2189 -11.1306
H -6.3105 -6.9663 -11.5320